1.
109
Properties=species:S:1:pos:R:3:lowdin_charge:R:1 method="wB97M-V/def2-TZVPD" molar_mass_g_mol=707.04 homo_energy_ev=-4.1 spin_multiplicity=1 e_lumo_ha=0.075 e_above_lowest_kcal_mol=0.0 e_tot_ev=-92760.579 homo_lumo_gap_ev=6.17 charge=-1
C -0.90415 -2.51297 1.58979 -0.001
C -0.89016 -1.80497 0.45530 -0.134
C -0.12844 -0.50573 0.31836 -0.331
O 1.19350 -0.58421 0.78235 -0.272
P 2.36289 -0.14745 -0.35459 0.512
S 1.81275 -2.22984 -1.43982 0.514
C 3.68847 -1.11741 0.60042 -0.325
C 5.11454 -0.80502 0.13764 -0.485
C 6.08588 -0.66995 1.31319 -0.099
C 5.63343 -1.91003 -0.79768 -0.084
C 3.00649 1.44315 0.56832 -0.179
C 2.20709 2.64477 1.08927 -0.678
N 1.71862 3.52259 0.04069 0.098
N 3.16774 3.49523 1.91174 0.032
N 1.11802 2.29057 1.97307 0.096
O 1.15346 0.67465 -1.25518 -0.296
C -0.21093 0.32159 -1.02928 -0.388
C -0.93615 1.64401 -0.75552 -0.134
C -0.82570 2.67591 -1.87071 -0.208
C -1.60857 3.94966 -1.55307 -0.199
C -1.55214 4.95238 -2.71298 -0.203
C -0.21292 5.66789 -2.88322 -0.177
C 0.22270 6.49008 -1.67673 -0.232
O -0.78855 7.38354 -1.23394 -0.184
C -1.35954 7.10661 0.02267 -0.121
C -0.77550 -0.40675 -2.30708 -0.297
C 0.06047 -0.08045 -3.54834 -0.074
C -2.28456 -0.21446 -2.61910 -0.169
C -3.26699 -1.19144 -1.95143 -0.246
C -3.79755 -0.72943 -0.59004 -0.118
H -0.02228 -2.54199 2.22392 0.059
H -1.78911 -3.04409 1.92656 0.037
H -1.39437 -2.21253 -0.41132 0.080
H -0.62573 0.13871 1.05683 0.129
H 3.24927 0.11062 -1.44437 0.030
H 2.64337 -2.37303 -2.47960 -0.210
H 3.55744 -0.98040 1.67782 0.077
H 3.50838 -2.17562 0.42408 0.022
H 5.15973 0.11478 -0.45580 0.100
H 5.78207 0.11331 2.01074 0.060
H 6.18641 -1.62895 1.82628 0.078
H 7.07995 -0.40012 0.94133 0.064
H 5.20718 -1.79991 -1.79589 0.068
H 6.72314 -1.86398 -0.88918 0.065
H 5.36180 -2.90074 -0.42988 0.067
H 3.58132 1.11256 1.43543 0.060
H 3.73773 1.88984 -0.11736 0.075
H 2.51914 3.99370 -0.36565 0.080
H 1.17796 4.24980 0.50117 0.054
H 3.45090 2.97172 2.73464 0.047
H 4.01242 3.65190 1.36889 0.051
H 1.44101 2.03319 2.89280 0.077
H 0.42300 3.02169 2.02656 0.066
H -0.57840 2.06853 0.17889 0.089
H -2.00742 1.45376 -0.62280 0.101
H 0.21996 2.90170 -2.07216 0.099
H -1.25743 2.27320 -2.79057 0.096
H -2.66081 3.67402 -1.43276 0.115
H -1.22531 4.40225 -0.63561 0.088
H -2.34232 5.70261 -2.62737 0.103
H -1.74310 4.39847 -3.63718 0.109
H 0.57256 4.93144 -3.07658 0.111
H -0.24880 6.33519 -3.74789 0.107
H 1.07839 7.10557 -1.97159 0.118
H 0.56601 5.83526 -0.87301 0.086
H -0.64956 6.61114 0.69229 0.084
H -1.64642 8.05578 0.47724 0.081
H -2.25299 6.48046 -0.06614 0.080
H -0.62821 -1.47483 -2.15129 0.064
H -0.37680 -0.59030 -4.41101 0.074
H 1.06980 -0.45958 -3.42129 0.040
H 0.13581 0.98823 -3.74530 0.070
H -2.63427 0.80588 -2.45240 0.096
H -2.38910 -0.38808 -3.69376 0.100
H -4.12124 -1.28793 -2.62934 0.097
H -2.82143 -2.18705 -1.90475 0.093
H -3.00654 -0.24434 -0.02347 0.050
H -4.62511 -0.03745 -0.72188 0.062
H -4.16586 -1.58963 -0.02656 0.071
C -6.11481 -0.00982 5.10790 -0.226
C -4.70037 -0.44351 4.69459 -0.212
C -4.79942 -1.05783 3.29441 -0.214
S -6.20598 -0.26342 2.49788 0.657
O -7.23059 -1.25033 2.26107 -0.324
O -5.73658 0.58158 1.43540 -0.319
C -6.69131 0.73342 3.90793 -0.235
H -6.10239 0.62053 5.99637 0.111
H -6.72471 -0.88908 5.32711 0.117
H -4.04411 0.42827 4.66888 0.118
H -4.27287 -1.15373 5.40072 0.112
H -3.91747 -0.87572 2.68334 0.096
H -5.01032 -2.12503 3.32854 0.105
H -7.77467 0.82633 3.91507 0.104
H -6.23029 1.71317 3.78484 0.106
C 0.92497 -6.95335 -0.57971 -0.221
C 1.87615 -8.16100 -0.51078 -0.223
C 3.25630 -7.68062 -0.98078 -0.226
S 3.32138 -5.92119 -0.57609 0.636
O 3.39733 -5.20243 -1.81706 -0.337
O 4.28052 -5.70663 0.47918 -0.334
C 1.66353 -5.78715 0.06671 -0.236
H -0.01990 -7.14977 -0.07429 0.111
H 0.70581 -6.71574 -1.62293 0.120
H 1.93844 -8.51819 0.51956 0.110
H 1.52221 -8.98980 -1.12415 0.106
H 4.07904 -8.18170 -0.47682 0.094
H 3.37251 -7.76686 -2.05895 0.098
H 1.27768 -4.79940 -0.19332 0.058
H 1.72353 -5.89827 1.14951 0.108

2.
122
Properties=species:S:1:pos:R:3:lowdin_charge:R:1 method="wB97M-V/def2-TZVPD" molar_mass_g_mol=1069.57 homo_energy_ev=-8.6 spin_multiplicity=1 e_lumo_ha=-0.275 e_tot_ev=-147540.519 homo_lumo_gap_ev=1.12 charge=+1
C -2.14142 2.78688 1.02652 -0.100
C -2.05633 3.79637 -0.19773 -0.215
C -0.65881 4.54476 -0.24126 -0.215
C -0.18411 4.78968 -1.72284 -0.163
C 1.30476 4.29687 -1.98640 -0.202
C 1.33650 3.72442 -3.44511 -0.192
C 2.72187 3.18069 -3.90857 -0.161
C 2.81759 1.62760 -3.78830 -0.124
C 2.34856 1.06781 -2.40135 -0.183
C 3.62237 0.85896 -1.50949 -0.279
C 4.64827 2.06571 -1.50743 -0.204
C 5.88389 1.84144 -2.49494 -0.221
C 6.22841 3.13505 -3.34375 -0.108
C 3.14406 0.68570 -0.01801 -0.822
S 4.45681 -0.11686 0.97255 0.658
Cl 2.85920 2.40467 0.79494 0.419
C 1.72082 -0.00855 0.07016 -0.275
C 1.40945 -0.50480 1.50238 -0.142
C 1.95257 -1.87946 1.98109 -0.187
F 0.94059 -2.85221 2.13648 -0.078
C 1.30536 -0.90394 -1.15924 -0.226
C 2.05961 -2.31488 -1.22264 -0.195
N 3.53034 -2.23235 -1.21731 0.003
C -0.14140 -1.44299 -0.79753 -0.090
C -1.26770 -0.47768 -0.30490 -0.232
O -2.43258 -0.66030 -1.15659 -0.069
N 1.43701 -0.17019 -2.49916 -0.123
N 2.02477 -0.98883 -3.48993 0.129
C 0.15652 0.35992 -3.06411 -0.159
N -0.76504 -0.57700 -3.67695 -0.087
C -1.27099 -0.10762 -4.98491 -0.081
H -3.18019 2.65250 1.40689 0.078
H -1.56453 3.26887 1.86221 0.060
H -1.72755 1.79259 0.74489 0.029
H -2.26595 3.22286 -1.12939 0.098
H -2.90310 4.51003 -0.06510 0.112
H -0.87171 5.55381 0.19632 0.092
H 0.08104 4.00579 0.40405 -0.015
H -0.85284 4.16827 -2.37739 0.090
H -0.32427 5.83601 -2.08201 0.129
H 1.94384 5.21707 -1.88699 0.121
H 1.65907 3.58868 -1.19819 0.028
H 1.09193 4.58368 -4.12168 0.125
H 0.48637 3.01311 -3.54926 0.087
H 2.78594 3.39213 -5.01083 0.129
H 3.55575 3.77014 -3.47485 0.090
H 2.19267 1.27645 -4.65421 0.120
H 3.82094 1.20508 -4.06135 0.114
H 1.71865 1.84584 -1.89657 0.121
H 4.21240 0.01614 -1.92775 0.118
H 4.17349 3.06208 -1.63123 0.086
H 5.18705 2.14294 -0.52596 0.087
H 5.74049 0.93615 -3.13959 0.097
H 6.81979 1.61929 -1.91948 0.109
H 6.00105 4.06991 -2.77385 0.079
H 5.74564 3.10930 -4.34411 0.068
H 7.33278 3.09942 -3.52157 0.074
H 5.52621 -0.57220 0.12044 -0.303
H 1.02543 0.87385 -0.05872 0.113
H 1.86357 0.24356 2.20675 0.100
H 0.32566 -0.47615 1.79268 0.129
H 2.79253 -2.26265 1.35124 0.081
H 2.39962 -1.77135 3.00072 0.128
H 1.64755 -2.95531 -2.04748 0.128
H 1.80494 -2.94516 -0.33248 0.107
H 3.88769 -2.51698 -2.13346 0.079
H 3.91198 -2.93257 -0.58208 0.042
H -0.04874 -2.16773 0.05472 0.100
H -0.58859 -2.09155 -1.59416 0.134
H -1.62937 -0.73160 0.72710 0.129
H -1.03911 0.61252 -0.29865 0.070
H -2.74753 0.23052 -1.33989 0.078
H 3.02887 -1.07361 -3.41993 0.106
H 1.68042 -0.82015 -4.42407 0.119
H -0.29684 1.01812 -2.26954 0.147
H 0.29770 1.11354 -3.88907 0.119
H -0.45360 -1.53904 -3.68484 0.103
H -2.05707 -0.77916 -5.39073 0.100
H -0.40953 0.00535 -5.70216 0.089
H -1.70376 0.92158 -4.88767 0.077
C -1.63938 -4.95827 1.06107 -0.976
O -1.64871 -3.96118 1.82521 -0.089
O -0.41364 -5.13400 0.48112 0.037
O -2.53975 -5.77836 0.77420 -0.399
H -0.03586 -4.34731 0.93049 0.071
Cs -3.01981 -6.41659 3.01798 1.295
C -0.68922 7.92257 2.10129 -0.633
O -1.13817 8.16188 0.93329 -0.147
H -1.04670 6.99122 2.61250 0.081
H 0.43240 7.80797 2.21143 -0.036
H -0.90247 8.69920 2.90018 -0.052
C 1.18743 -8.00725 0.06649 -0.053
O 1.01767 -9.42993 0.25217 -0.317
H 1.25371 -7.53495 1.04252 0.102
H 2.10900 -7.83103 -0.49075 0.114
H 0.33530 -7.59585 -0.47664 0.092
H 0.97921 -9.83295 -0.64256 0.034
Cl -0.79352 -10.23947 -0.07711 0.561
Mg 1.89902 4.32499 2.00671 0.511
C -8.13725 -3.35590 6.80230 -0.105
O -7.05710 -4.27790 6.78534 -0.196
C -5.87547 -3.75050 7.37375 -0.204
C -5.68412 -4.26422 8.79125 -0.204
O -6.69507 -3.77598 9.66215 -0.189
C -7.70971 -4.73696 9.91588 -0.106
H -9.05395 -3.90240 6.58035 0.091
H -8.24739 -2.87407 7.77626 0.086
H -7.98748 -2.59420 6.03084 0.089
H -5.88576 -2.65624 7.35168 0.127
H -5.03579 -4.09037 6.75951 0.117
H -4.72810 -3.89261 9.17323 0.124
H -5.64976 -5.35813 8.80935 0.125
H -7.34066 -5.49056 10.61784 0.089
H -8.04622 -5.22553 8.99907 0.084
H -8.55734 -4.22177 10.36724 0.091
F -2.70774 4.79588 -7.13316 -0.225
Al -1.52246 3.74074 -6.40084 -0.013
F -1.48295 2.20370 -7.24592 -0.224
F -1.93725 3.45733 -4.71224 -0.228
F 0.06623 4.48552 -6.47584 -0.226
Cl 6.27415 -1.94143 0.58988 -0.067
Ca 0.58695 8.61405 4.18507 1.390